Version i
Density functional theory data (wB97M-V/def2-TZVPD) for a 2-piece molecular cluster, C3H12N2O overall.

⟨S²⟩   0.7537
E_HOMO (alpha / beta)   -12.955 / -12.938 eV
Spin multiplicity   2
Total charge   +1

Each line ends with the Mulliken spin population.
Atoms and positions in Å:
O: -1.40952 1.05671 -0.67281  0.020
N: 1.14176 1.01693 0.42741  0.940
N: 0.65538 -2.68996 0.28107  0.002
C: -2.01580 2.34394 -0.69653  0.000
C: 1.56620 -0.34132 0.35996  -0.020
C: 0.30912 -1.22603 0.43065  0.013
H: -1.94400 2.78502 -1.69172  0.000
H: 2.15052 -0.57704 -0.53606  0.031
H: -0.43361 -0.99141 -0.33056  -0.004
H: 1.24313 -3.03465 1.04489  -0.001
H: -1.53938 3.02043 0.01374  0.000
H: -0.19301 -3.25619 0.25598  0.000
H: -3.06702 2.25892 -0.42973  0.002
H: 1.16347 -2.85576 -0.59091  -0.001
H: -0.50470 1.15229 -0.32695  -0.005
H: 1.91432 1.63434 0.16872  -0.025
H: 2.21927 -0.60904 1.19938  0.051
H: -0.15485 -1.10703 1.40807  -0.004



Version ii
Density functional theory data (wB97M-V/def2-TZVPD) for a 2-piece molecular cluster, C3H12N2O overall.

⟨S²⟩   0.7550
E_HOMO (alpha / beta)   -13.554 / -13.407 eV
Spin multiplicity   2
Total charge   +1

Each line ends with the Mulliken spin population.
Atoms and positions in Å:
O: -0.79367 1.77872 2.78387  0.000
N: 2.09179 0.06036 -1.62674  0.033
N: -1.78772 0.30118 -0.60602  0.773
C: -1.27090 -0.95278 -0.14607  0.036
C: 1.12503 0.14233 -0.53428  0.008
C: 0.27577 -1.13686 -0.51458  0.151
H: 1.54085 0.24859 0.47657  -0.002
H: 0.53182 1.05093 -0.66496  -0.002
H: 2.52455 -0.86170 -1.66813  0.001
H: -0.45298 1.05507 3.28311  0.000
H: 0.70447 -1.88138 0.15296  0.001
H: 2.78908 0.77255 -1.42704  -0.001
H: 0.30947 -1.58727 -1.50976  -0.007
H: -1.69798 0.45762 -1.61668  -0.007
H: -1.47368 -0.95723 0.92403  0.008
H: -1.29576 1.00696 -0.04240  -0.003
H: -1.34280 2.24869 3.43404  0.000
H: -1.77734 -1.74578 -0.69793  0.010



Relative energy of each structure, in eV: version i 0.000; version ii 0.299.